{"formula": "H24O12", "method": "the ωB97M-V functional and the def2-TZVPD basis", "lumo_ev": -0.50, "e_tot_ev": -24959.8512, "largest_force_ev_per_a": 0.8, "mol_weight_g_mol": 216.18, "elements": ["O", "H", "H", "O", "H", "H", "O", "H", "H", "O", "H", "H", "O", "H", "H", "O", "H", "H", "O", "H", "H", "O", "H", "H", "O", "H", "H", "O", "H", "H", "O", "H", "H", "O", "H", "H"], "positions_angstrom": [[0.4635, -0.7314, -3.6042], [1.3565, -0.8289, -3.9488], [0.4766, -1.1612, -2.7325], [0.9738, -2.2874, -1.1762], [0.7487, -3.0316, -0.6041], [1.9319, -2.3335, -1.2803], [0.1217, -1.7491, 3.2793], [0.5234, -0.9421, 2.9323], [0.7803, -2.1003, 3.8893], [2.5917, 1.1076, -1.4293], [1.7992, 1.6091, -1.1910], [3.3020, 1.5470, -0.9567], [2.3850, -0.2031, 1.3281], [2.9451, -0.4151, 2.0887], [2.8090, -0.6357, 0.5730], [-2.4495, -1.7829, 1.1943], [-2.2055, -2.4610, 1.8331], [-2.0243, -0.9768, 1.5198], [-0.2372, 0.4126, 0.6992], [0.7090, 0.3053, 0.8993], [-0.3953, -0.1508, -0.0730], [-3.2963, 1.0596, 1.1593], [-2.7714, 1.1638, 0.3531], [-4.2093, 1.1214, 0.8627], [-1.0732, 3.3147, 1.4458], [-0.7934, 2.3876, 1.4992], [-0.6663, 3.7384, 2.2085], [3.0102, 2.6465, 1.3236], [2.7670, 1.7022, 1.3209], [3.8040, 2.7091, 0.7826], [-1.9468, -2.1604, -2.5304], [-2.1248, -1.2864, -2.1381], [-1.8976, -1.9981, -3.4786], [-2.3036, 0.5786, -1.7395], [-3.2201, 0.5560, -2.0483], [-1.8840, 1.2762, -2.2611]], "lowdin_charge": [-0.074, 0.033, -0.015, -0.042, 0.067, 0.049, -0.048, 0.009, 0.036, -0.048, 0.050, 0.013, -0.053, 0.088, 0.067, -0.071, 0.023, -0.007, -0.052, -0.007, 0.037, -0.056, -0.005, 0.040, -0.070, -0.006, 0.031, -0.059, -0.012, 0.029, -0.074, -0.012, 0.029, -0.041, 0.075, 0.077]}



{"formula": "H24O12", "method": "the ωB97M-V functional and the def2-TZVPD basis", "lumo_ev": -0.30, "e_tot_ev": -24954.3526, "largest_force_ev_per_a": 10.5, "mol_weight_g_mol": 216.18, "elements": ["O", "H", "H", "O", "H", "H", "O", "H", "H", "O", "H", "H", "O", "H", "H", "O", "H", "H", "O", "H", "H", "O", "H", "H", "O", "H", "H", "O", "H", "H", "O", "H", "H", "O", "H", "H"], "positions_angstrom": [[1.6178, -1.0836, -1.2259], [2.0705, -0.1974, -1.1400], [2.2565, -1.5787, -1.8151], [0.1226, -0.8722, 3.0245], [-0.1334, -1.6698, 3.4731], [0.5298, -1.4253, 2.3097], [-1.5110, 1.6562, -1.1801], [-0.8824, 1.4654, -0.3393], [-1.8047, 2.4284, -0.7596], [-0.8318, 2.5146, 2.5659], [-0.5162, 3.1992, 3.1940], [-0.1812, 2.4520, 1.9065], [2.7216, 1.3533, -1.2688], [3.1749, 1.2380, -2.0663], [3.1481, 2.1050, -0.8074], [-0.6101, -1.9077, -2.8578], [0.3644, -1.5870, -2.7145], [-1.0538, -1.8016, -2.0038], [-3.0741, -0.8764, 1.7914], [-3.5446, -0.0575, 1.5257], [-2.6528, -0.6216, 2.7095], [1.3040, -2.5502, 1.2221], [1.4964, -2.3675, 0.1341], [1.9707, -3.2369, 1.5944], [-2.3728, -1.6615, -0.6833], [-2.6483, -1.2175, 0.0459], [-2.3619, -2.7047, -0.5675], [1.5465, 2.6260, 1.0223], [1.7378, 1.8626, 0.4965], [1.6739, 3.5616, 0.6482], [-0.2030, 0.6051, 0.0146], [0.2131, 0.0502, -0.4584], [-0.5066, 0.0132, 0.7264], [-0.1650, 0.2663, -3.1573], [-0.6576, 0.6900, -2.4903], [-0.2373, -0.6700, -2.8696]], "lowdin_charge": [-0.103, 0.035, 0.117, -0.077, 0.021, -0.013, -0.123, -0.088, -0.008, -0.056, 0.056, -0.062, -0.014, 0.046, 0.088, -0.028, 0.094, 0.021, -0.101, 0.068, 0.114, -0.176, 0.128, 0.095, -0.047, -0.081, 0.144, -0.064, -0.006, 0.117, 0.125, -0.060, 0.119, -0.078, -0.047, -0.154]}